Entry 1:
Computed, not measured: a gas-phase ion, C6H14N3 (charge +1), with ωB97M-V/def2-TZVPD.

```
! wB97M-V def2-TZVPD RIJCOSX def2/J DEFGRID3
* xyz 1 3
C 0.986 1.291 0.415
C -0.277 1.750 -0.322
C 2.022 0.308 -0.279
C -1.572 1.243 0.163
C 1.064 -0.628 -1.013
C -2.042 -0.013 0.255
N -2.947 -0.721 0.893
N -1.924 -1.467 0.179
N 0.923 -1.796 -0.010
H 1.480 2.232 0.615
H 0.707 0.845 1.385
H -0.325 2.868 -0.208
H 0.001 1.492 -1.305
H 2.631 0.922 -0.979
H 2.636 -0.270 0.400
H 0.019 -0.101 -0.839
H -2.268 1.920 0.709
H 1.354 -1.010 -1.876
H -2.795 -0.813 1.855
H -2.386 -1.781 -0.717
H 1.915 -2.279 -0.028
H 0.136 -2.441 -0.247
H 0.662 -1.549 0.953
*
```

Results
* lowest unoccupied orbital energy (spin up / spin down): -3.32 / -5.36 eV
* orbital gap (spin up / spin down): 0.1891 / 0.3186 Ha
* E_HOMO (spin up / spin down): -8.46 / -14.03 eV

---

Entry 2:
Computed, not measured: 2 unconnected molecules or ions with the total composition C3H9NO3, with ωB97M-V/def2-TZVPD.

```
! wB97M-V def2-TZVPD RIJCOSX def2/J DEFGRID3
* xyz 0 1
C 1.426 -0.701 -0.743
C -0.065 -1.024 -0.520
N -0.552 -0.899 0.841
C -0.900 -0.230 -1.494
O -0.865 -0.449 -2.675
O -1.640 0.766 -0.961
H 1.959 -1.430 -1.350
H 1.569 0.276 -1.204
H 1.936 -0.671 0.224
H -0.224 -2.050 -0.852
H -0.059 -1.549 1.443
H -0.294 0.024 1.180
H -2.408 0.905 -1.533
O 0.167 1.967 2.545
H 0.209 2.606 3.267
H -0.261 2.460 1.834
*
```

Results
* lowest unoccupied orbital energy: 0.56 eV
* orbital gap: 0.3691 Ha
* structure (SMILES): C[C@@H](N)C(=O)O.O
* E_HOMO: -9.48 eV

---

Number 1: maximum force 7.5 eV/Å. Number 2: maximum force 0.6 eV/Å.